Record 1
The following is a quantum chemistry calculation of a molecular structure, C31H29Cl2N9RuS, from the OMol25 dataset.

## Properties
HOMO level (spin up / spin down) = -0.011 / -0.013 hartree
HOMO-LUMO gap (spin up / spin down) = 4.73 / 4.76 eV
relative energy (zero: lowest compared OMol25 entry of this formula, charge and spin) = 0.0000 eV
E_tot = -3104.9791 Eh

Structure (ORCA input):
```
! RIJCOSX wB97M-V def2-TZVPD def2/J DEFGRID3
* xyz -2 1
Ru -0.8293 -0.0112 -0.0330
N -3.0912 1.2043 1.4554
C -2.2710 -0.0009 1.4495
S -1.0168 -0.0276 2.8695
N -3.2733 -1.0445 1.6327
C -3.1541 -2.4126 1.7607
C -1.9694 -3.1009 2.0461
C -1.9898 -4.4744 2.2351
C -3.1594 -5.2125 2.1289
C -4.3338 -4.5404 1.8057
C -4.3327 -3.1717 1.6307
H -2.5298 1.9822 1.1416
H -3.4443 1.3985 2.3885
H -4.1100 -0.7635 1.1423
H -1.0331 -2.5712 2.0803
H -1.0511 -4.9798 2.4311
H -3.1504 -6.2888 2.2519
H -5.2583 -5.0903 1.6676
H -5.2516 -2.6609 1.3604
C -1.4592 3.3514 -4.0792
C -1.6512 1.9127 -3.6344
N -1.8253 1.9408 -2.1998
C -0.9125 2.5700 -1.4050
N -0.8066 2.1825 -0.1635
C 0.0394 2.9948 0.6999
C 1.3334 3.3110 -0.0313
C 0.9905 4.1167 -1.2710
N -0.1912 3.5870 -1.9538
C -0.2424 3.9232 -3.3748
H -2.3579 3.9178 -3.8237
H -1.3045 3.4184 -5.1578
H -0.7915 1.2954 -3.9248
H -2.5456 1.4701 -4.0702
H -2.3118 1.1588 -1.7696
H 0.2088 2.4382 1.6182
H -0.4735 3.9343 0.9611
H 1.8123 2.3678 -0.3043
H 2.0274 3.8780 0.5923
H 1.8203 4.1061 -1.9831
H 0.7923 5.1611 -0.9993
H 0.6697 3.5476 -3.8497
H -0.2197 5.0149 -3.4657
Cl -4.1156 -0.5568 -1.9420
C -3.5669 -2.2301 -1.8519
C -4.4249 -3.2012 -2.3137
C -4.0795 -4.5482 -2.2620
C -2.8159 -4.8726 -1.7531
C -1.9622 -3.9021 -1.3043
Cl -0.3616 -4.3740 -0.7803
C -2.2634 -2.4782 -1.2749
N -1.4459 -1.5822 -0.8448
H -5.3873 -2.8943 -2.7076
H -4.7585 -5.3148 -2.6105
H -2.4870 -5.9045 -1.7139
N 0.7525 0.2243 -1.6306
C 1.6460 0.3942 -2.3424
C 2.6716 0.7278 -3.2451
C 3.0478 2.0818 -3.3416
N 3.3576 3.1964 -3.4209
C 3.3422 -0.2409 -4.0221
N 3.9053 -1.0069 -4.6803
C 0.1606 -0.1654 1.5526
C 1.5354 -0.5362 1.8238
C 2.1733 -0.1761 3.0215
C 3.5106 -0.4745 3.2358
C 4.2427 -1.1623 2.2761
C 3.6125 -1.5548 1.0974
C 2.2830 -1.2483 0.8699
H 1.6045 0.3490 3.7813
H 3.9828 -0.1733 4.1651
H 5.2861 -1.3999 2.4469
H 4.1639 -2.1093 0.3467
H 1.7868 -1.5656 -0.0377
*
```

---

Record 2
The following is a quantum chemistry calculation of a molecular structure, C31H29CrGeN4O3, from the OMol25 dataset.

## Properties
HOMO level (spin up / spin down) = -0.383 / -0.388 hartree
HOMO-LUMO gap (spin up / spin down) = 6.76 / 5.57 eV
E_tot = -4764.6286 Eh

Structure (ORCA input):
```
! RIJCOSX wB97M-V def2-TZVPD def2/J DEFGRID3
* xyz 1 5
Cr 0.2509 -0.1747 -0.4737
O -1.3928 -0.8334 -1.1931
C -2.6169 -0.7244 -0.7412
C -3.6777 -1.1270 -1.5738
C -4.9786 -1.0369 -1.1442
C -5.2972 -0.5442 0.1307
C -4.2817 -0.1439 0.9600
C -2.9321 -0.2104 0.5467
C -1.9436 0.2762 1.4559
N -0.6771 0.3886 1.1820
N 0.1300 0.9598 2.1629
C 1.3635 1.0019 1.7281
O 1.7283 0.5479 0.5632
C 2.4086 1.6420 2.5598
C 3.7376 1.5761 2.1557
C 4.7226 2.1834 2.9186
C 4.3840 2.8599 4.0808
C 3.0563 2.9302 4.4856
C 2.0689 2.3232 3.7299
H -3.4336 -1.5086 -2.5555
H -5.7765 -1.3565 -1.8029
H -6.3268 -0.4890 0.4536
H -4.4994 0.2384 1.9498
H -2.2564 0.6096 2.4429
H 3.9898 1.0523 1.2446
H 5.7573 2.1273 2.6075
H 5.1552 3.3328 4.6743
H 2.7921 3.4573 5.3924
H 1.0326 2.3676 4.0341
Ge -0.5611 2.3042 -0.8918
C -1.9933 2.1104 -2.1410
C -1.8674 1.5068 -3.3931
C -2.9518 1.4534 -4.2468
C -4.1748 1.9905 -3.8545
C -4.3151 2.5734 -2.6072
C -3.2280 2.6252 -1.7444
C 1.1527 3.0030 -1.3717
C 1.8010 2.7382 -2.5788
C 3.0214 3.3286 -2.8511
C 3.6113 4.1706 -1.9147
C 2.9826 4.4257 -0.7061
C 1.7578 3.8372 -0.4285
H -1.0328 2.9029 0.4263
H -0.9259 1.0633 -3.6958
H -2.8542 0.9913 -5.2204
H -5.0220 1.9451 -4.5260
H -5.2682 2.9810 -2.2981
H -3.3505 3.0695 -0.7635
H 1.3465 2.0877 -3.3157
H 3.5170 3.1400 -3.7945
H 4.5673 4.6290 -2.1304
H 3.4451 5.0769 0.0233
H 1.2817 4.0266 0.5269
N 1.3624 -0.6533 -2.1466
C 1.9870 -0.9488 -3.0735
N 2.6822 -1.2591 -4.1264
C 2.0127 -1.4701 -5.4249
C 2.9861 -1.0759 -6.5233
O 4.2002 -1.7828 -6.3891
C 4.8564 -1.4544 -5.1817
C 4.0186 -1.8723 -3.9856
H 1.1116 -0.8598 -5.4551
H 1.7393 -2.5244 -5.5167
H 3.1714 0.0056 -6.4899
H 2.5717 -1.3306 -7.4973
H 5.0571 -0.3762 -5.1416
H 5.8050 -1.9881 -5.1770
H 4.4611 -1.5288 -3.0520
H 3.9060 -2.9590 -3.9579
*
```

---

Record 3
The following is a quantum chemistry calculation of a molecular structure, C31H29F2N2P2RhS2, from the OMol25 dataset.

## Properties
HOMO level (spin up / spin down) = -0.475 / -0.475 hartree
HOMO-LUMO gap (spin up / spin down) = 6.08 / 6.08 eV
relative energy (zero: lowest compared OMol25 entry of this formula, charge and spin) = 0.1831 eV
E_tot = -3097.1634 Eh

Structure (ORCA input):
```
! RIJCOSX wB97M-V def2-TZVPD def2/J DEFGRID3
* xyz 2 1
Rh 0.0149 0.3915 0.0497
C -1.0684 -0.3942 3.3274
P 0.2947 0.4247 2.4512
C 0.4748 2.0194 3.2992
C 1.7710 -0.5525 2.8645
C 2.1146 -0.8078 4.1896
C 3.2389 -1.5609 4.4900
C 4.0347 -2.0596 3.4677
C 3.7058 -1.8074 2.1450
C 2.5748 -1.0553 1.8355
P 2.1507 -0.6655 0.1160
C 2.5790 -2.0955 -0.9004
C 3.2984 0.6487 -0.3861
H -0.8979 -0.3974 4.4038
H -1.1640 -1.4233 2.9805
H -2.0001 0.1370 3.1248
H 0.6695 1.8848 4.3635
H -0.4480 2.5894 3.1804
H 1.2974 2.5854 2.8624
H 1.5039 -0.4232 4.9976
H 3.4941 -1.7598 5.5220
H 4.9142 -2.6441 3.7007
H 4.3402 -2.1991 1.3599
H 3.6351 -2.3451 -0.8060
H 2.3773 -1.8622 -1.9466
H 1.9801 -2.9576 -0.6063
H 4.3213 0.2975 -0.2399
H 3.1513 1.5383 0.2274
H 3.1483 0.9060 -1.4341
S -0.3860 -5.2826 -0.0365
C -0.9236 -6.8967 -0.1433
C -2.2797 -6.9740 -0.2211
C -2.8957 -5.7001 -0.1987
C -1.9989 -4.6707 -0.1046
C -2.2790 -3.2378 -0.0612
C -1.2205 -2.3127 -0.0416
N -1.4103 -1.0046 0.0022
C -2.6701 -0.5114 0.0221
C -3.7867 -1.3463 -0.0078
C -5.0848 -0.7164 -0.0043
C -5.2190 0.6274 0.0127
C -4.0670 1.4949 0.0358
C -4.1040 2.8932 0.0268
C -2.9313 3.6353 0.0284
C -1.7144 2.9199 0.0596
N -1.6661 1.6034 0.0789
C -2.8128 0.8943 0.0549
C -2.9193 5.0939 0.0004
C -1.8346 5.9340 -0.0227
C -2.1920 7.3002 -0.0584
C -3.5428 7.4786 -0.0621
S -4.3841 6.0013 -0.0151
C -3.5692 -2.7261 -0.0461
H -0.2086 -7.7033 -0.1414
H -2.8194 -7.9056 -0.2952
H -3.9663 -5.5673 -0.2592
H -0.1909 -2.6437 -0.0665
H -5.9620 -1.3499 -0.0238
H -6.2042 1.0750 0.0047
H -5.0632 3.3965 0.0086
H -0.7651 3.4406 0.0638
H -0.8055 5.6032 -0.0263
H -1.4829 8.1132 -0.0856
H -4.0903 8.4069 -0.0890
H -4.4193 -3.3953 -0.0649
F 0.7247 1.5647 -2.1419
C -0.0140 0.4094 -1.9801
F -1.2391 0.6297 -2.5096
H 0.4574 -0.3886 -2.5560
*
```

---

Record 4
The following is a quantum chemistry calculation of a molecular structure, C31H29HfN6O5PS4Sb, from the OMol25 dataset.

## Properties
HOMO level = -0.162 hartree
HOMO-LUMO gap = 6.21 eV
relative energy (zero: lowest compared OMol25 entry of this formula, charge and spin) = 0.0000 eV
E_tot = -4126.2956 Eh

Structure (ORCA input):
```
! RIJCOSX wB97M-V def2-TZVPD def2/J DEFGRID3
* xyz -1 1
Hf -1.4483 1.0951 -0.8126
N -4.4091 1.0619 1.2284
C -3.7654 2.1834 1.5501
N -4.4370 3.1303 2.2065
C -3.7318 4.2111 2.5114
N -4.3725 5.2187 3.1523
N -2.4189 4.3835 2.2871
C -1.8656 3.4088 1.5932
N -2.4711 2.3055 1.1736
C -0.4368 3.5216 1.2402
C 0.3605 4.5077 1.7981
C 1.6925 4.5614 1.4345
C 2.1786 3.6323 0.5302
C 1.3120 2.6888 0.0118
N 0.0270 2.6248 0.3657
H -5.3799 0.9898 1.4670
H -3.8850 0.2809 0.8518
H -5.3765 5.2066 3.1077
H -3.9101 6.1113 3.1400
H -0.0879 5.2179 2.4753
H 2.3391 5.3294 1.8384
H 3.2081 3.6436 0.2024
H 1.6351 1.9711 -0.7277
S -0.7204 5.4895 -1.5757
Sb -1.5353 3.8531 -2.9339
S -3.2421 2.6349 -1.7375
S -0.1135 1.9068 -2.7984
S -2.1647 4.2346 -5.0631
O -2.2358 -2.5423 0.8075
C -1.6986 -1.4895 1.1027
O -2.0691 -0.3203 0.6792
C -0.5491 -1.4473 2.1025
P 0.9543 -0.5934 1.4656
C 1.8736 -1.9625 0.6882
C 3.2168 -1.7619 0.3638
C 3.9327 -2.7328 -0.3170
C 3.3144 -3.9182 -0.6926
C 1.9807 -4.1227 -0.3811
C 1.2609 -3.1528 0.3048
C 1.8514 -0.3745 3.0459
C 1.8294 0.9011 3.6086
C 2.4532 1.1473 4.8244
C 3.1190 0.1224 5.4804
C 3.1547 -1.1491 4.9232
C 2.5226 -1.3960 3.7148
H -0.3446 -2.4474 2.4860
H -0.8761 -0.8191 2.9360
H 3.7033 -0.8332 0.6434
H 4.9727 -2.5600 -0.5655
H 3.8680 -4.6704 -1.2404
H 1.4843 -5.0351 -0.6882
H 0.2112 -3.3223 0.5124
H 1.3234 1.7060 3.0855
H 2.4251 2.1417 5.2525
H 3.6134 0.3153 6.4245
H 3.6774 -1.9500 5.4317
H 2.5553 -2.3870 3.2775
C 2.7070 -3.7694 -5.3119
O 2.5097 -2.9704 -4.1648
C 1.2370 -2.5993 -3.8581
C 0.1169 -3.0107 -4.5930
C -1.1269 -2.5883 -4.1844
C -1.3099 -1.7522 -3.0773
C -2.6249 -1.3092 -2.6641
C -3.8702 -2.0544 -3.0566
O -2.8028 -0.3319 -1.9273
C -0.1596 -1.3368 -2.3401
O -0.2595 -0.6033 -1.2682
C 1.1009 -1.7828 -2.7545
H 3.7801 -3.9313 -5.3825
H 2.3592 -3.2660 -6.2178
H 2.2037 -4.7365 -5.2215
H 0.2101 -3.6337 -5.4693
H -1.9832 -2.8949 -4.7688
H -3.7369 -2.7608 -3.8686
H -4.6471 -1.3320 -3.3006
H -4.1859 -2.6054 -2.1672
H 1.9771 -1.4815 -2.1967
*
```

---

Record 5
The following is a quantum chemistry calculation of a gas-phase ion, C31H29N4 (charge +1), from the OMol25 dataset.

## Properties
HOMO level = -0.364 hartree
HOMO-LUMO gap = 5.14 eV
relative energy (zero: lowest compared OMol25 entry of this formula, charge and spin) = 0.0000 eV
E_tot = -1417.4365 Eh
SMILES = c1ccc(C2=NN(c3ccccc3)[C@@H](C(c3ccccc3)=[N+]3CCCC3)N2c2ccccc2)cc1

Structure (ORCA input):
```
! RIJCOSX wB97M-V def2-TZVPD def2/J DEFGRID3
* xyz 1 1
C 2.2174 4.1322 0.2223
C 1.2274 4.2757 -0.9316
C 0.4288 2.9701 -0.9924
N 0.6164 2.3572 0.3337
C 0.0914 1.1603 0.6649
C 0.0088 0.8159 2.0685
C -0.2428 1.8502 3.0068
C -0.3795 1.5692 4.3597
C -0.2663 0.2451 4.8013
C -0.0349 -0.7873 3.8862
C 0.0793 -0.5145 2.5231
C 1.7183 2.9743 1.1068
H 3.2306 3.8978 -0.1300
H 2.2748 5.0487 0.8188
H 0.5254 5.0914 -0.7259
H 1.7076 4.4848 -1.8867
H -0.6380 3.1508 -1.1996
H 0.8273 2.3150 -1.7836
H -0.6364 0.9109 -1.2734
H -0.3749 2.8825 2.6612
H -0.5881 2.3886 5.0473
H -0.3809 0.0217 5.8625
H 0.0413 -1.8168 4.2270
H 0.2684 -1.3176 1.8117
H 2.5016 2.2260 1.3137
H 1.3775 3.3658 2.0730
C -5.4425 1.2251 0.7606
C -4.3006 1.8862 1.2315
C -3.0356 1.3744 0.9443
C -2.9239 0.1665 0.2552
N -1.6763 -0.4058 -0.0521
C -0.4289 0.3143 -0.3602
N 0.3688 -0.8440 -0.7676
C 1.7467 -1.0759 -0.5913
C 2.6481 -0.0138 -0.4889
C 3.9732 -0.2552 -0.0986
C 4.4458 -1.5667 -0.0119
C 3.5756 -2.6349 -0.2484
C 2.2198 -2.3952 -0.4723
C -0.5315 -1.7716 -1.2657
C -0.2580 -2.7662 -2.2928
C -1.1367 -3.8609 -2.3945
C -0.8689 -4.8760 -3.3125
C 0.2448 -4.7717 -4.1625
C 1.0553 -3.6268 -4.1442
C 0.7968 -2.6131 -3.2251
N -1.7565 -1.5442 -0.8154
C -4.0532 -0.5220 -0.1807
C -5.3190 0.0291 0.0341
H -6.4351 1.6357 0.9647
H -4.3948 2.7939 1.8272
H -2.1318 1.8767 1.2675
H 2.3082 0.9977 -0.7132
H 4.6334 0.5855 0.1280
H 5.4923 -1.7618 0.2300
H 3.9419 -3.6603 -0.2434
H 1.5346 -3.2363 -0.5860
H -2.0037 -3.8910 -1.7303
H -1.5352 -5.7376 -3.3656
H 0.4681 -5.5820 -4.8635
H 1.8847 -3.5122 -4.8452
H 1.4087 -1.7074 -3.2102
H -3.9203 -1.4572 -0.7175
H -6.1946 -0.4933 -0.3490
*
```

---

Record 6
The following is a quantum chemistry calculation of a molecular structure, C31H30BCl2N6Re, from the OMol25 dataset.

## Properties
HOMO level (spin up / spin down) = -0.612 / -0.602 hartree
HOMO-LUMO gap (spin up / spin down) = 4.91 / 4.32 eV
relative energy (zero: lowest compared OMol25 entry of this formula, charge and spin) = 0.0000 eV
E_tot = -2550.4232 Eh

Structure (ORCA input):
```
! RIJCOSX wB97M-V def2-TZVPD def2/J DEFGRID3
* xyz 3 2
Re 0.0171 -0.5494 0.0959
C 2.3974 1.2998 -4.4056
C 2.2888 0.5128 -3.1463
C 3.1841 -0.4131 -2.6041
C 2.6334 -0.8257 -1.4089
N 1.4337 -0.2098 -1.2465
N 1.2494 0.6267 -2.3080
B -0.0007 1.5060 -2.2685
N 0.0175 2.2175 -0.8515
N -0.0005 1.5338 0.3066
C 0.0039 2.5186 1.3109
C 0.0617 3.7787 0.6938
C 0.0556 3.5640 -0.6561
C 0.0822 4.5568 -1.7641
C -0.0620 2.3023 2.7146
C -0.3614 1.0432 3.2964
C -0.4190 0.8835 4.6494
C -0.1789 1.9920 5.4903
C 0.1064 3.2516 4.9503
C 0.1594 3.4132 3.5922
N -1.2557 0.6297 -2.2859
N -1.4183 -0.2152 -1.2275
C -2.6190 -0.8312 -1.3688
C -3.1956 -0.4110 -2.5492
C -2.3125 0.5199 -3.1035
C -2.4473 1.3143 -4.3554
C -3.0680 -1.6849 -0.2703
C -2.8233 -1.2589 1.0398
C -3.2363 -2.0373 2.1189
C -3.8742 -3.2459 1.8851
C -4.1119 -3.6714 0.5805
C -3.7163 -2.8935 -0.4978
C 3.1116 -1.6751 -0.3193
C 3.7523 -2.8851 -0.5624
C 4.1831 -3.6579 0.5061
C 3.9890 -3.2250 1.8155
C 3.3602 -2.0146 2.0642
C 2.9113 -1.2417 0.9954
H 3.3150 1.0378 -4.9256
H 2.4146 2.3699 -4.1995
H 1.5569 1.0964 -5.0687
H 4.1388 -0.6945 -3.0144
H -0.0059 2.3058 -3.1435
H 0.0730 4.7439 1.1644
H 0.1117 5.5620 -1.3520
H -0.8024 4.4684 -2.3938
H 0.9586 4.4177 -2.3963
H -0.5843 0.2106 2.6471
H -0.6598 -0.0762 5.0852
H -0.2261 1.8679 6.5645
H 0.2843 4.0937 5.6039
H 0.3905 4.3882 3.1955
H -4.1583 -0.6906 -2.9417
H -3.3744 1.0537 -4.8590
H -1.6196 1.1167 -5.0361
H -2.4626 2.3831 -4.1423
H -2.4813 -0.2354 1.2223
H -3.1001 -1.6852 3.1319
H -4.2176 -3.8449 2.7180
H -4.6264 -4.6066 0.4041
H -3.9109 -3.2240 -1.5098
H 3.9140 -3.2202 -1.5787
H 4.6915 -4.5941 0.3175
H 4.3596 -3.8196 2.6398
H 3.2566 -1.6575 3.0792
H 2.5698 -0.2198 1.1844
Cl 0.0767 -2.2417 2.5412
C 0.0618 -3.5908 1.4052
Cl 0.0226 -2.8987 -0.2860
H -0.8440 -4.1734 1.5375
H 0.9806 -4.1605 1.4997
*
```